{
  "formula": "C5H8",
  "method": "the ωB97M-V functional and the def2-TZVPD basis",
  "smiles": "CC#CCC",
  "e_homo_ev": -9.21,
  "relative_energy_kcal_mol": 76.5,
  "lumo_ev": 1.010,
  "species": ["C", "C", "C", "C", "C", "H", "H", "H", "H", "H", "H", "H", "H"],
  "positions_angstrom": [[2.18, 0.28, -0.64], [1.00, -0.15, 0.09], [0.08, -0.55, 0.77], [-1.38, -0.62, 0.89], [-1.57, 0.30, -0.65], [3.05, -0.03, -0.06], [2.24, -0.18, -1.63], [2.21, 1.37, -0.76], [-1.72, -1.67, 0.93], [-1.71, -0.15, 1.83], [-1.02, 1.15, -0.28], [-2.29, 0.74, -1.38], [-1.03, -0.43, -1.23]]
}